Record 1
{
  "formula": "C3H5NO",
  "method": "the ωB97M-V functional and the def2-TZVPD basis",
  "elements": ["C", "C", "C", "N", "O", "H", "H", "H", "H", "H"],
  "coordinates": [[-0.199, 1.829, 0.090], [0.657, -1.314, -0.319], [-0.524, -0.561, 0.519], [-0.542, 0.666, 0.437], [0.003, -1.699, -1.357], [-0.182, 2.141, -0.910], [0.026, 2.614, 0.838], [1.254, -0.396, -0.531], [0.972, -2.090, 0.433], [-1.465, -1.189, 0.799]],
  "forces_ev_per_a": [[1.3304, 3.1012, 0.6596], [-0.6853, 1.9822, 2.5112], [-0.9650, -2.4672, -1.1458], [-1.7658, -0.8335, 2.2658], [-0.8721, -1.6897, -2.3352], [0.3634, 0.0924, -1.5155], [-0.5757, -0.5865, -0.3008], [0.7968, -1.0534, 0.5054], [0.3904, 0.4214, -0.8065], [1.9828, 1.0332, 0.1618]],
  "spin_multiplicity": 3,
  "homo_ev": [-6.27, -10.05],
  "s_squared": 2.01
}

Record 2
{
  "formula": "C22H28BrCl3LuN5O3",
  "method": "the ωB97M-V functional and the def2-TZVPD basis",
  "elements": ["Lu", "C", "C", "C", "C", "C", "C", "C", "Br", "C", "O", "C", "C", "C", "C", "C", "C", "H", "H", "H", "H", "H", "H", "H", "H", "H", "H", "H", "H", "H", "H", "H", "H", "H", "H", "H", "H", "N", "C", "C", "N", "C", "C", "N", "C", "C", "N", "H", "H", "H", "H", "H", "H", "O", "H", "H", "O", "Cl", "C", "Cl", "Cl", "C", "N"],
  "coordinates": [[0.719, -1.937, 1.050], [-2.899, 4.544, 1.946], [-1.675, 4.671, 1.035], [-0.554, 5.364, 1.815], [-2.049, 5.550, -0.149], [-1.217, 3.289, 0.580], [-0.833, 2.351, 1.512], [-0.415, 1.108, 1.113], [0.055, 0.034, 2.723], [-0.334, 0.640, -0.219], [0.039, -0.516, -0.573], [-0.735, 1.652, -1.165], [-1.146, 2.882, -0.754], [-0.702, 1.388, -2.678], [-0.224, -0.001, -3.107], [0.242, 2.403, -3.337], [-2.111, 1.577, -3.254], [-3.257, 5.532, 2.243], [-2.659, 3.986, 2.851], [-3.706, 4.022, 1.432], [-0.861, 6.370, 2.108], [0.345, 5.438, 1.204], [-0.303, 4.810, 2.719], [-2.369, 6.524, 0.221], [-2.869, 5.121, -0.726], [-1.203, 5.703, -0.819], [-0.854, 2.591, 2.565], [-1.431, 3.589, -1.517], [0.788, -0.208, -2.774], [-0.257, -0.008, -4.200], [-0.862, -0.794, -2.729], [1.239, 2.324, -2.904], [-0.105, 3.427, -3.210], [0.311, 2.198, -4.407], [-2.816, 0.904, -2.763], [-2.104, 1.351, -4.322], [-2.474, 2.596, -3.126], [0.746, -4.567, -1.762], [-0.551, -4.489, -2.263], [-1.189, -3.594, -1.487], [-0.340, -3.114, -0.529], [0.859, -3.694, -0.682], [2.131, -3.627, -0.074], [2.702, -2.926, 0.937], [4.021, -3.284, 1.023], [4.319, -4.161, 0.047], [3.161, -4.402, -0.663], [1.441, -5.149, -2.165], [-0.872, -5.062, -3.111], [-2.202, -3.241, -1.553], [4.664, -2.844, 1.764], [5.249, -4.630, -0.218], [3.142, -4.991, -1.462], [-1.116, -2.981, 2.032], [-1.956, -3.095, 1.585], [-1.208, -3.357, 2.908], [2.290, -0.985, 0.291], [3.574, -5.705, 3.893], [2.525, -4.610, 4.777], [1.323, -5.510, 5.712], [3.441, -3.530, 5.809], [1.811, -3.788, 3.805], [1.320, -3.142, 3.005]],
  "forces_ev_per_a": [[1.3110, 3.5056, -1.2021], [-0.0347, -0.0149, -0.0292], [0.0399, -0.1147, -0.0043], [0.0300, 0.0140, -0.0343], [-0.0449, 0.1154, -0.0556], [-0.0604, 0.1441, -0.0087], [-0.1171, 0.4461, 0.1665], [0.0108, 0.0827, 0.6269], [-0.3245, 0.6799, -0.1459], [-0.1906, 0.7814, -0.0567], [-1.1108, -0.5107, 0.9740], [0.4192, -1.1069, -0.2724], [-0.2897, 0.8631, 0.3279], [-0.0156, 0.0788, 0.0118], [-0.0161, 0.0657, -0.2417], [0.0211, -0.0232, -0.0037], [-0.0211, -0.0294, 0.0014], [-0.0196, 0.0289, 0.0344], [-0.0143, -0.0347, 0.0443], [-0.0619, -0.0152, -0.0105], [0.0018, 0.0353, 0.0325], [0.0588, 0.0257, -0.0180], [0.0363, -0.0174, 0.0424], [-0.0322, 0.0849, -0.0484], [-0.0512, -0.0089, -0.0208], [0.0445, 0.0261, -0.0274], [0.0017, 0.0124, 0.0534], [-0.0331, 0.0785, -0.0721], [0.0871, -0.0148, 0.0001], [0.0502, -0.1194, -0.0622], [-0.0706, -0.0504, -0.0108], [0.0654, -0.0047, -0.0067], [-0.0089, 0.0657, 0.0144], [0.0215, 0.0361, -0.0578], [-0.0423, -0.0414, -0.0031], [-0.0425, 0.0157, -0.0558], [-0.0327, 0.0546, 0.0138], [-1.0188, 0.4307, 0.0153], [0.6661, -0.0955, 0.1912], [-0.1037, 0.1486, 0.0236], [0.9256, -0.4288, 0.6148], [-1.2345, -1.9406, -2.4626], [3.0311, -1.6753, -0.0941], [-1.3711, -0.6100, -0.4873], [-0.1477, 0.2715, 0.2361], [-0.5627, -0.2992, -0.7053], [0.7034, 0.4916, 0.6965], [0.2691, -0.1490, -0.1038], [-0.0057, -0.0516, -0.0708], [-0.0362, 0.0375, -0.0239], [0.0107, 0.0450, 0.0275], [0.0544, -0.0559, -0.0182], [0.0118, -0.0125, -0.3500], [-0.8498, -0.4571, 0.4750], [-0.1615, -0.0435, -0.1811], [-0.0994, 0.0243, 0.2921], [0.2985, -0.4366, 0.7330], [0.1924, -0.2009, -0.0504], [-0.2162, 0.0161, -0.0702], [-0.0436, -0.0997, 0.1078], [0.1920, 0.1072, 0.2044], [0.2378, -0.1722, 0.2203], [-0.3065, 0.0219, 0.8845]],
  "spin_multiplicity": 1,
  "homo_ev": [-5.22, -5.23]
}

Record 3
{
  "formula": "C7H12N4",
  "method": "the ωB97M-V functional and the def2-TZVPD basis",
  "elements": ["C", "C", "C", "C", "C", "C", "C", "N", "N", "N", "N", "H", "H", "H", "H", "H", "H", "H", "H", "H", "H", "H", "H"],
  "coordinates": [[-1.043, -1.541, -0.916], [-1.459, -0.157, -1.179], [-0.905, 0.841, -0.499], [0.878, -1.446, 0.596], [-2.421, 0.039, -2.283], [1.529, -2.378, 1.537], [-0.356, 2.700, 1.004], [-0.164, -2.073, -0.134], [-0.966, 1.728, 0.319], [1.276, -0.250, 0.275], [2.330, 0.363, 0.898], [-1.572, -2.314, -1.443], [-3.380, -0.392, -1.770], [-2.109, -0.637, -3.153], [-2.616, 1.117, -2.316], [1.163, -3.331, 1.373], [1.112, -2.224, 2.545], [2.583, -2.194, 1.540], [0.448, 2.295, 1.587], [-1.005, 3.138, 1.774], [-0.043, 3.585, 0.398], [3.045, -0.207, 1.220], [2.816, 1.039, 0.306]],
  "forces_ev_per_a": [[0.8633, 0.9857, 0.9584], [2.2048, -2.2209, -0.2090], [-1.3075, 1.7148, 1.9697], [-0.3377, 1.4680, -1.6473], [-1.8473, -1.4578, 1.2782], [-0.6531, 2.0274, 1.5482], [1.1572, 3.5998, 1.5878], [0.3089, 0.2306, 0.1179], [-1.3248, -3.3395, -2.6238], [-1.0259, -1.2843, -0.1984], [-0.3990, 1.5802, -0.2871], [-0.6724, -0.0482, -0.4942], [1.0994, 0.5457, -1.5828], [-0.8228, 1.7341, 0.6804], [0.0779, -0.3709, -1.2568], [0.1189, -2.0967, -0.9847], [0.4432, 0.5369, 0.0568], [0.7557, -0.5645, 0.1942], [0.9319, -0.1695, -0.0013], [-0.2696, -0.1442, -0.2045], [0.1720, -0.7579, 0.2045], [1.3941, -1.8209, 1.0462], [-0.8673, -0.1478, -0.1522]],
  "spin_multiplicity": 1,
  "smiles": "CN=C=C(C)/C=N\\C(C)=N\\N",
  "homo_ev": -7.25
}

Record 4
{
  "formula": "C4H10O2",
  "method": "the ωB97M-V functional and the def2-TZVPD basis",
  "elements": ["C", "O", "C", "C", "C", "O", "H", "H", "H", "H", "H", "H", "H", "H", "H", "H"],
  "coordinates": [[2.285, -0.931, -0.402], [1.314, -0.220, 0.320], [0.449, 0.555, -0.524], [-0.657, 1.151, 0.281], [-2.365, 0.103, 0.015], [-1.140, 0.048, 1.233], [1.829, -1.605, -1.145], [2.968, -0.249, -0.933], [2.863, -1.526, 0.310], [0.079, -0.123, -1.320], [1.015, 1.360, -1.017], [-0.276, 1.942, 0.939], [-2.791, -0.853, 0.364], [-2.150, 0.038, -1.051], [-3.033, 0.924, 0.248], [-0.456, -0.657, 1.219]],
  "forces_ev_per_a": [[0.2342, -0.1662, -0.1370], [-0.0112, 0.0191, 0.0690], [-0.1762, 0.1308, -0.1774], [0.4229, 0.2000, 0.0487], [-0.4973, -0.2279, -0.1193], [0.0908, -0.1601, -0.0264], [0.0433, 0.1042, 0.1231], [-0.0994, -0.0848, 0.0882], [-0.0765, 0.0850, -0.1103], [0.0428, 0.0769, 0.1264], [-0.0861, -0.0948, 0.0900], [-0.0379, -0.0907, -0.1223], [0.1010, 0.1396, -0.0290], [0.0548, 0.0607, 0.1921], [0.1523, -0.1066, -0.0383], [-0.1577, 0.1147, 0.0224]],
  "spin_multiplicity": 1,
  "homo_ev": -7.01
}

Record 5
{
  "formula": "C23H19BrI3MgN3O3",
  "method": "the ωB97M-V functional and the def2-TZVPD basis",
  "elements": ["Mg", "I", "C", "C", "C", "I", "C", "O", "C", "C", "N", "C", "C", "C", "C", "C", "C", "N", "C", "H", "H", "H", "H", "H", "H", "H", "H", "H", "H", "H", "O", "C", "C", "C", "C", "O", "N", "H", "H", "H", "H", "Br", "C", "C", "C", "C", "C", "C", "I", "H", "H", "H", "H"],
  "coordinates": [[-0.488, -0.410, 0.376], [-6.297, 4.187, -0.535], [-4.663, 3.083, 0.123], [-4.709, 2.435, 1.347], [-3.617, 1.699, 1.779], [-3.710, 0.710, 3.599], [-2.443, 1.587, 1.015], [-1.413, 0.897, 1.431], [-2.427, 2.252, -0.235], [-1.206, 2.164, -1.107], [-0.890, 0.760, -1.475], [-1.922, 0.124, -2.301], [-2.360, -1.239, -1.804], [-3.158, -2.046, -2.605], [-3.606, -3.254, -2.106], [-3.244, -3.630, -0.819], [-2.436, -2.780, -0.093], [-2.001, -1.608, -0.575], [-3.525, 2.985, -0.663], [-5.594, 2.494, 1.967], [-0.326, 2.549, -0.588], [-1.359, 2.773, -2.004], [-0.001, 0.730, -1.964], [-1.601, 0.041, -3.342], [-2.812, 0.759, -2.295], [-3.420, -1.718, -3.602], [-4.231, -3.898, -2.710], [-3.575, -4.563, -0.387], [-2.107, -3.022, 0.910], [-3.486, 3.489, -1.622], [0.303, -1.931, 1.603], [1.217, -2.105, 0.767], [2.347, -3.100, 0.845], [3.097, -2.842, -0.461], [2.311, -1.717, -1.137], [2.561, -1.243, -2.220], [1.246, -1.345, -0.335], [1.943, -4.108, 0.941], [2.931, -2.905, 1.745], [3.124, -3.702, -1.129], [4.125, -2.510, -0.319], [3.486, 4.484, 1.005], [4.264, 2.807, 1.399], [5.648, 2.706, 1.306], [6.276, 1.505, 1.580], [5.524, 0.398, 1.950], [4.147, 0.501, 2.041], [3.502, 1.707, 1.767], [1.436, 1.740, 1.910], [6.222, 3.574, 1.015], [7.353, 1.436, 1.505], [6.008, -0.544, 2.170], [3.556, -0.356, 2.334]],
  "forces_ev_per_a": [[-0.2070, 0.1004, -0.0263], [-0.1119, 0.0742, -0.0483], [0.1905, -0.1132, 0.0561], [-0.0074, -0.0149, 0.0242], [-0.1372, 0.1498, -0.1485], [0.0378, -0.0884, 0.1219], [0.1468, -0.0693, -0.0729], [-0.0147, 0.1006, 0.0590], [-0.0803, 0.0538, -0.0125], [0.1038, -0.0708, -0.0573], [-0.0317, -0.1145, 0.0997], [0.0001, 0.0424, 0.0025], [0.0289, 0.0732, 0.0266], [-0.0216, -0.0027, 0.0065], [-0.0030, -0.0030, -0.0059], [-0.0010, -0.0020, 0.0133], [0.0384, 0.0454, 0.0630], [0.0282, -0.0416, -0.1030], [-0.0617, 0.0104, 0.0108], [0.0008, 0.0061, -0.0004], [-0.0355, 0.0172, 0.0327], [0.0057, 0.0158, 0.0093], [0.0145, 0.0015, 0.0161], [0.0016, -0.0283, 0.0032], [0.0011, -0.0019, -0.0138], [-0.0084, -0.0115, -0.0015], [0.0012, 0.0046, -0.0052], [-0.0026, -0.0009, -0.0033], [-0.0032, -0.0210, -0.0071], [0.0065, -0.0020, -0.0005], [0.0369, -0.1356, 0.0381], [-0.1037, 0.1663, -0.0458], [0.0113, -0.0062, 0.0272], [0.0668, 0.0030, 0.0152], [-0.2029, 0.0300, -0.0707], [0.0389, 0.0400, 0.0207], [0.2926, -0.1917, -0.0170], [-0.0056, -0.0015, -0.0190], [0.0147, -0.0019, -0.0150], [-0.0013, 0.0080, 0.0067], [0.0075, -0.0082, 0.0157], [-0.0310, -0.0067, -0.0003], [0.1023, 0.0180, -0.0194], [-0.0435, 0.0017, 0.0009], [0.0240, -0.0086, -0.0025], [-0.0224, 0.0185, -0.0052], [0.0250, 0.0255, -0.0110], [0.1875, -0.1357, -0.0231], [-0.2631, 0.0720, 0.0552], [0.0017, 0.0021, 0.0059], [-0.0021, -0.0054, -0.0006], [0.0008, 0.0001, -0.0022], [-0.0131, 0.0068, 0.0082]],
  "spin_multiplicity": 1,
  "homo_ev": -7.65
}

Record 6
{
  "formula": "C4H9NP",
  "method": "the ωB97M-V functional and the def2-TZVPD basis",
  "elements": ["C", "C", "C", "C", "N", "P", "H", "H", "H", "H", "H", "H", "H", "H", "H"],
  "coordinates": [[1.559, -1.340, -2.436], [-0.931, 1.915, 5.082], [-1.972, 1.403, 4.454], [-1.343, -1.358, -4.169], [2.575, -0.686, -2.983], [-0.561, -0.396, -3.253], [1.213, -1.078, -1.428], [1.477, -2.339, -2.738], [-1.187, 2.522, 6.017], [0.126, 1.570, 5.037], [-1.815, 0.793, 3.608], [-2.920, 1.784, 4.459], [-1.952, -1.855, -4.929], [2.998, 0.113, -2.706], [2.734, -1.047, -4.017]],
  "forces_ev_per_a": [[2.3180, 1.9776, 1.4932], [-0.0879, 0.2361, 3.1009], [2.5062, 0.0731, -1.2626], [0.0512, 0.2211, -0.4378], [-2.8211, -5.4500, -4.2097], [-0.8511, -0.1398, -0.3218], [0.2918, -0.0399, -0.4564], [-0.9236, -1.1466, -0.7946], [0.7158, -0.3748, -1.5559], [-1.0052, 0.2609, -0.3796], [0.2914, -1.0883, -0.8162], [-2.4200, 0.8913, 0.9124], [0.3357, 0.0888, 0.6056], [1.2022, 3.2138, 1.2012], [0.3966, 1.2767, 2.9213]],
  "spin_multiplicity": 1,
  "charge": 1,
  "homo_ev": -11.92
}

Number 1: DFT total energy -6723.558 eV. Number 2: DFT total energy -178088.642 eV. Number 3: DFT total energy -13409.657 eV. Number 4: DFT total energy -8399.094 eV. Number 5: DFT total energy -134566.889 eV. Number 6: DFT total energy -15060.806 eV.